# 1
Computed, not measured: C19H43N2O3P2Y as an isolated structure, with ωB97M-V/def2-TZVPD.

CARTESIAN COORDINATES (ANGSTROEM)
Y1 0.259 -0.093 0.657
P1 -0.211 -1.900 -1.502
P2 -0.145 2.647 0.523
N1 1.152 0.670 -1.402
C1 1.317 -1.605 -2.498
H1 1.998 -2.409 -2.209
H2 1.134 -1.745 -3.572
C2 1.988 -0.266 -2.243
H3 2.898 -0.429 -1.656
H4 2.271 0.255 -3.178
C3 1.760 2.055 -1.555
H5 1.401 2.556 -2.485
H6 2.843 1.893 -1.669
C4 1.567 2.843 -0.276
H7 1.798 3.897 -0.449
H8 2.269 2.522 0.511
C5 0.184 3.391 2.182
C6 0.641 2.294 3.150
H9 1.598 1.842 2.869
H10 -0.114 1.497 3.248
H11 0.786 2.738 4.145
C7 -1.083 3.848 -0.485
C8 -2.585 3.708 -0.202
H12 -3.158 4.069 -1.066
H13 -2.902 4.253 0.696
H14 -2.871 2.663 -0.074
C9 -1.470 -2.311 -2.790
C10 -2.781 -2.864 -2.198
H15 -3.549 -2.831 -2.980
H16 -3.147 -2.256 -1.362
H17 -2.710 -3.908 -1.867
C11 0.098 -3.484 -0.541
C12 -1.003 -3.743 0.508
H18 -0.602 -4.373 1.320
H19 -1.849 -4.279 0.049
H20 -1.397 -2.824 0.970
C13 -1.776 0.406 -0.499
C14 -0.526 5.270 -0.315
H21 0.358 5.344 0.329
H22 -0.197 5.650 -1.289
H23 -1.277 5.973 0.059
C15 -0.982 -3.124 -4.023
H24 -1.794 -3.726 -4.443
H25 -0.670 -2.456 -4.833
H26 -0.161 -3.823 -3.805
C16 0.350 -4.736 -1.385
H27 0.610 -5.575 -0.721
H28 -0.534 -5.046 -1.958
H29 1.195 -4.611 -2.072
C17 -1.024 4.101 2.770
H30 -1.923 3.472 2.749
H31 -0.824 4.319 3.822
H32 -1.265 5.061 2.308
H33 1.003 4.111 2.040
H34 1.044 -3.270 -0.005
H35 -0.913 3.544 -1.534
H36 -1.697 -1.287 -3.162
O1 -2.148 -0.165 0.585
H37 0.149 0.754 -1.729
H38 -2.502 0.655 -1.344
N2 1.543 -2.372 4.514
C18 2.597 -1.962 3.535
C19 1.842 -1.325 2.451
O2 0.566 -1.349 2.619
O3 2.372 -0.745 1.448
H39 1.021 -1.527 4.766
H40 1.873 -2.807 5.362
H41 0.881 -3.011 4.065
H42 3.282 -1.239 3.979
H43 3.140 -2.827 3.148

For the largest force on an atom, the calculation gives 3.05 eV Å⁻¹. The HOMO energy comes out at -0.4763 Eh. The LUMO energy comes out at -5.6 eV. The value obtained for the energy is -49131.831 eV. As for the net charge: +2. The HOMO-LUMO gap comes out at 7.335 eV.

These are the Löwdin partial charges, in e, on atoms 1 to 4: Y 1.2756; P 1.0217; P 1.0033; N -0.2369


# 2
Computed, not measured: a 9-piece molecular cluster, C19H43N3O17S overall, with ωB97M-V/def2-TZVPD.

CARTESIAN COORDINATES (ANGSTROEM)
N1 -0.105 -2.575 3.862
H1 -0.788 -2.178 3.173
H2 -0.037 -2.010 4.714
H3 0.789 -2.750 3.399
H4 -0.476 -3.468 4.201
N2 -3.848 -0.542 1.699
H5 -4.284 0.101 1.036
H6 -3.457 -0.100 2.534
H7 -3.098 -1.109 1.232
H8 -4.546 -1.247 1.946
N3 -2.651 -4.421 1.701
H9 -3.625 -4.129 1.668
H10 -2.432 -4.910 2.564
H11 -2.055 -3.537 1.575
H12 -2.446 -5.005 0.885
C1 -0.675 -1.063 0.730
O1 -1.440 -2.074 1.328
H13 -1.270 -0.276 0.235
H14 -0.170 -0.441 1.486
H15 0.018 -1.424 -0.034
C2 -0.677 5.966 2.737
C3 -0.930 4.771 1.857
C4 0.167 3.691 1.831
O2 -0.604 2.465 1.893
C5 -1.887 2.757 2.151
O3 -2.723 1.890 2.317
O4 -2.112 4.046 2.225
H16 -0.491 5.634 3.761
H17 -1.550 6.620 2.748
H18 0.138 6.599 2.392
H19 -1.053 5.143 0.834
H20 0.794 3.840 2.711
H21 0.762 3.718 0.924
C6 -0.819 0.468 -3.212
C7 0.018 1.744 -3.023
C8 -0.006 2.362 -1.614
O5 1.369 2.565 -1.355
C9 2.147 1.888 -2.231
O6 3.319 1.739 -2.089
O7 1.361 1.301 -3.156
H22 -0.429 -0.078 -4.069
H23 -1.907 0.509 -3.267
H24 -0.649 -0.187 -2.346
H25 -0.293 2.479 -3.766
H26 -0.551 1.722 -0.907
H27 -0.525 3.318 -1.520
C10 5.195 -1.392 -0.134
C11 4.554 -2.265 -1.194
C12 3.295 -1.674 -1.842
O8 3.549 -1.535 -3.218
C13 4.821 -1.968 -3.463
O9 5.267 -2.060 -4.549
O10 5.439 -2.330 -2.316
H28 6.266 -1.596 -0.105
H29 4.765 -1.495 0.862
H30 5.161 -0.342 -0.441
H31 4.365 -3.251 -0.766
H32 3.097 -0.698 -1.391
H33 2.409 -2.288 -1.666
C14 -3.067 -2.664 -1.814
C15 -3.366 -3.073 -3.257
C16 -4.730 -3.696 -3.466
O11 -5.341 -2.860 -4.450
C17 -4.470 -1.892 -4.844
O12 -4.638 -1.196 -5.788
O13 -3.343 -1.931 -4.107
H34 -2.065 -2.235 -1.762
H35 -3.341 -3.454 -1.113
H36 -3.644 -1.787 -1.487
H37 -2.562 -3.718 -3.620
H38 -5.361 -3.623 -2.578
H39 -4.623 -4.720 -3.819
C18 2.924 1.646 3.296
C19 2.984 1.484 1.772
O14 3.046 2.812 1.229
S1 3.882 3.783 2.263
O15 3.228 5.052 2.306
O16 5.276 3.717 1.946
O17 3.601 2.845 3.574
H40 3.386 0.832 3.852
H41 1.871 1.711 3.588
H42 2.047 1.044 1.429
H43 3.846 1.003 1.313

For the largest force on an atom, the calculation gives 1.89 eV Å⁻¹. The HOMO energy comes out at -0.5176 Eh. The LUMO energy comes out at -7.2 eV. For the energy relative to the best compared isomer or geometry (same formula, charge and spin), the calculation gives 0.00 kcal/mol. The value obtained for the energy is -70496.555 eV. As for the net charge: +2. The HOMO-LUMO gap comes out at 6.854 eV.

These are the Löwdin partial charges, in e, on atoms 1 to 4: N 0.3058; H 0.0938; H 0.1611; H 0.1603


# 3
Computed, not measured: C19H43O2P3STm as an isolated structure, with ωB97M-V/def2-TZVPD.

CARTESIAN COORDINATES (ANGSTROEM)
Tm1 1.078 0.309 1.223
P1 -1.486 0.903 2.251
P2 -1.923 -2.079 0.433
P3 -1.627 0.726 -2.180
H1 6.055 1.373 -1.163
C1 5.429 2.240 -1.353
C2 4.686 2.831 -0.416
H2 4.708 2.496 0.628
C3 -0.991 0.947 4.022
C4 -3.245 0.429 2.519
C5 -1.776 2.698 1.979
C6 -1.391 -3.204 -0.917
C7 -1.955 -3.304 1.804
C8 -3.719 -2.078 0.053
C9 -1.067 2.306 -2.837
C10 -3.207 1.136 -1.482
C11 -1.955 -0.250 -3.648
H3 5.475 2.689 -2.344
H4 4.119 3.725 -0.721
H5 0.074 1.174 4.164
H6 -1.216 -0.011 4.508
H7 -1.592 1.729 4.502
H8 -3.336 -0.612 2.853
H9 -3.865 0.565 1.623
H10 -3.655 1.075 3.310
H11 -0.883 3.184 1.568
H12 -2.017 3.170 2.938
H13 -2.606 2.868 1.284
H14 -2.163 -3.962 -1.107
H15 -0.458 -3.692 -0.615
H16 -1.220 -2.620 -1.830
H17 -2.918 -3.833 1.794
H18 -1.844 -2.777 2.761
H19 -1.133 -4.024 1.706
H20 -3.936 -2.807 -0.736
H21 -4.020 -1.084 -0.290
H22 -4.294 -2.329 0.951
H23 -1.914 2.633 -3.468
H24 -0.144 2.259 -3.427
H25 -0.948 3.006 -2.005
H26 -3.447 2.143 -1.868
H27 -3.212 1.198 -0.389
H28 -3.984 0.452 -1.850
H29 -2.142 0.491 -4.438
H30 -2.830 -0.899 -3.508
H31 -1.079 -0.849 -3.930
C12 2.070 0.900 -1.682
C13 2.881 0.100 -2.520
C14 3.397 0.720 -3.668
C15 3.181 2.078 -3.933
C16 2.490 2.854 -2.996
C17 2.034 2.309 -1.811
O1 1.187 0.338 -0.839
H32 -0.582 -0.015 -1.575
H33 3.131 -0.919 -2.246
H34 4.095 0.139 -4.261
H35 3.574 2.527 -4.880
H36 2.483 3.933 -3.138
H37 1.695 2.973 -0.991
C18 3.392 -2.959 2.559
S1 1.583 -3.082 2.370
C19 1.177 -2.960 4.135
O2 1.256 -1.606 1.915
H38 3.783 -3.939 2.867
H39 3.622 -2.197 3.321
H40 3.825 -2.678 1.585
H41 1.909 -2.313 4.649
H42 0.162 -2.559 4.257
H43 1.228 -3.986 4.528

For the largest force on an atom, the calculation gives 3.73 eV Å⁻¹. The HOMO energy (spin up / spin down) comes out at -0.5797 / -0.5798 Eh. As for the expectation value of S²: 2.0023. The LUMO energy (spin up / spin down) comes out at -10.1 / -10.0 eV. For the energy relative to the best compared isomer or geometry (same formula, charge and spin), the calculation gives 0.00 kcal/mol. The spin multiplicity is 3. The value obtained for the energy is -92700.677 eV. As for the net charge: +3. The HOMO-LUMO gap (spin up / spin down) comes out at 5.688 / 5.753 eV.

These are the Löwdin partial charges, in e, on atoms 1 to 4: Tm 1.4633; P 0.6879; P 0.7533; P 0.8903